The following is a DFT calculation (ωB97M-V/def2-TZVPD) of a molecular structure, C12H16CuN4O4 at a distorted geometry.

Geometry as XYZ:
```
37
C12H16CuN4O4 ωB97M-V/def2-TZVPD
Cu 1.255 -0.353 -0.048
O 0.855 -3.168 -2.764
C 0.994 -2.131 -2.107
C 1.881 0.196 -1.802
O 2.595 1.116 -2.043
C 1.153 -0.778 -2.690
O 0.930 -0.459 -3.858
C 1.153 -2.214 -0.622
O 1.237 -3.115 0.161
C 3.864 -2.721 -2.711
H 3.789 -3.615 -2.073
H 3.551 -2.827 -3.762
C 4.385 -1.568 -2.284
H 4.612 -0.770 -3.010
H 4.677 -1.406 -1.245
C -1.528 -0.501 0.762
N -0.390 0.489 0.816
C -0.192 0.926 2.250
N -1.422 1.492 2.825
C -2.483 0.464 2.757
N -2.757 0.047 1.366
C -3.165 1.265 0.628
N -2.083 2.272 0.596
C -0.862 1.673 0.018
C -1.822 2.657 2.003
H -1.238 -1.412 1.309
H -1.730 -0.727 -0.295
H 0.579 1.708 2.266
H 0.102 0.053 2.847
H -3.407 0.889 3.169
H -2.164 -0.415 3.332
H -3.438 0.993 -0.398
H -4.018 1.713 1.163
H -0.064 2.430 0.011
H -1.087 1.324 -1.001
H -2.751 3.074 2.410
H -1.013 3.399 2.023
```

Summary:
* Kohn-Sham gap (spin up / spin down): 3.897 / 3.400 eV
* expectation value of S²: 0.839
* net charge: +2
* 2S+1: 2
* E_HOMO (spin up / spin down): -15.6 / -15.5 eV

=====

The following is a DFT calculation (ωB97M-V/def2-TZVPD) of C12H16F6N2O in the gas phase at a distorted geometry.

Geometry as XYZ:
```
37
C12H16F6N2O ωB97M-V/def2-TZVPD
C -1.173 2.285 -3.222
C -0.763 1.486 -2.069
C -1.141 0.179 -2.086
C -0.817 -0.728 -1.008
N -0.566 -1.881 -1.559
N 0.156 -2.942 -1.145
C -0.390 -0.093 0.351
C -0.501 -0.898 1.667
O -0.790 -0.009 2.793
C 0.718 -1.795 2.171
F 1.543 -2.363 1.252
F 0.379 -2.827 3.011
F 1.543 -1.126 3.049
C -1.741 -1.842 1.646
F -1.599 -2.953 0.873
F -1.987 -2.391 2.944
F -2.942 -1.411 1.258
C 0.760 0.958 0.117
C 2.088 0.300 -0.192
C 1.161 1.867 1.311
C 0.221 2.011 -1.017
H -2.110 1.997 -3.700
H -0.449 2.175 -3.972
H -1.346 3.356 -2.927
H -1.708 -0.188 -2.931
H 0.715 -2.799 -0.324
H 0.128 -3.862 -1.559
H -1.202 0.623 0.653
H -0.181 0.735 2.654
H 2.036 -0.374 -1.035
H 2.786 0.983 -0.602
H 2.544 -0.080 0.700
H 0.329 2.436 1.737
H 1.753 2.643 0.897
H 1.711 1.329 2.119
H -0.302 2.809 -0.396
H 1.139 2.388 -1.459
```

Summary:
* Kohn-Sham gap: 8.399 eV
* E_HOMO: -7.8 eV
* SMILES string: CC1=C/C(=N/N)[C@@H](C(O)(C(F)(F)F)C(F)(F)F)C(C)(C)C1

=====

The following is a DFT calculation (ωB97M-V/def2-TZVPD) of C12H16FNO in the gas phase.

Geometry as XYZ:
```
31
C12H16FNO ωB97M-V/def2-TZVPD
C 2.326 3.307 -2.530
C 2.429 1.819 -2.220
C 1.683 1.455 -0.939
C 1.803 -0.027 -0.621
O 2.463 -0.810 -1.267
N 1.117 -0.392 0.492
C 1.005 -1.768 0.912
C -0.293 -2.424 0.403
C -1.494 -1.680 0.909
C -2.025 -1.963 2.162
C -3.098 -1.245 2.659
C -3.634 -0.231 1.886
F -4.679 0.477 2.363
C -3.128 0.076 0.636
C -2.056 -0.655 0.156
H 2.858 3.541 -3.448
H 1.286 3.603 -2.652
H 2.758 3.897 -1.723
H 2.017 1.238 -3.046
H 3.475 1.531 -2.112
H 2.089 2.021 -0.096
H 0.625 1.712 -1.034
H 0.500 0.273 0.932
H 1.866 -2.295 0.496
H 1.041 -1.809 2.004
H -0.313 -3.459 0.745
H -0.276 -2.416 -0.688
H -1.598 -2.757 2.755
H -3.520 -1.460 3.628
H -3.573 0.870 0.057
H -1.654 -0.431 -0.821
```

Summary:
* Kohn-Sham gap: 9.953 eV
* energy relative to the best compared isomer or geometry (same formula, charge and spin): 0.0 kcal per mole
* E_HOMO: -9.2 eV
* SMILES string: CCCC(=O)NCCc1ccc(F)cc1

=====

The following is a DFT calculation (ωB97M-V/def2-TZVPD) of a molecular structure, C12H16IrN3O2S5.

Geometry as XYZ:
```
39
C12H16IrN3O2S5 ωB97M-V/def2-TZVPD
Ir 0.678 -1.115 0.542
S -1.287 -4.295 3.332
C -0.479 -3.367 2.197
S 0.916 -2.473 2.542
S -1.211 -3.279 0.654
N 1.089 -1.349 -1.620
C 2.415 -1.928 -1.993
C 3.420 -1.903 -0.851
C 4.119 -0.565 -0.600
C 3.238 0.642 -0.308
N 2.363 0.434 0.866
H 0.347 -1.893 -2.048
H 0.988 -0.406 -1.989
H 2.808 -1.396 -2.862
H 2.242 -2.960 -2.295
H 4.190 -2.646 -1.070
H 2.927 -2.269 0.060
H 4.731 -0.314 -1.470
H 4.820 -0.695 0.230
H 2.591 0.885 -1.153
H 3.881 1.511 -0.151
H 1.888 1.306 1.089
H 2.923 0.201 1.682
O -0.078 1.491 -0.728
S -0.815 1.591 0.514
O -0.190 2.284 1.597
N -1.183 0.010 0.946
C -2.476 -0.233 0.855
S -3.231 -1.727 1.065
C -3.282 0.976 0.516
C -4.656 1.094 0.414
C -5.185 2.333 0.072
C -4.361 3.428 -0.165
C -2.978 3.316 -0.064
C -2.478 2.077 0.272
H -5.300 0.244 0.600
H -6.257 2.449 -0.010
H -4.800 4.380 -0.429
H -2.328 4.162 -0.240
```

Summary:
* Kohn-Sham gap (spin up / spin down): 6.690 / 6.287 eV
* expectation value of S²: 8.771
* energy relative to the best compared isomer or geometry (same formula, charge and spin): 0.0 kcal per mole
* net charge: +1
* 2S+1: 6
* E_HOMO (spin up / spin down): -10.4 / -12.1 eV

=====

The following is a DFT calculation (ωB97M-V/def2-TZVPD) of a molecular structure, C12H16MnN3O4P at a distorted geometry.

Geometry as XYZ:
```
37
C12H16MnN3O4P ωB97M-V/def2-TZVPD
Mn 0.553 0.008 0.452
O 1.186 -1.815 -1.918
C 0.950 -1.124 -1.016
C -0.255 1.201 1.650
O -0.802 1.944 2.354
C -0.465 -1.370 1.139
O -1.192 -2.236 1.484
C 0.963 1.431 -0.663
O 1.119 2.283 -1.431
C -2.268 -0.090 -1.957
H -1.465 0.233 -2.652
H -2.191 -1.175 -1.738
C -2.723 0.754 -1.017
H -3.014 0.363 -0.021
H -2.286 1.770 -0.932
C 4.158 -1.777 3.042
N 3.764 -2.410 1.737
C 4.628 -1.891 0.622
N 4.732 -0.393 0.556
C 5.091 0.167 1.905
N 4.194 -0.273 3.029
C 2.866 0.312 2.941
P 2.304 -0.381 1.292
C 2.351 -2.211 1.487
C 3.524 0.227 0.054
H 5.186 -2.111 3.258
H 3.433 -2.096 3.807
H 4.228 -2.259 -0.338
H 5.647 -2.266 0.816
H 5.046 1.266 1.840
H 6.098 -0.208 2.146
H 2.111 -0.052 3.683
H 2.820 1.425 2.820
H 1.981 -2.708 0.574
H 1.721 -2.497 2.352
H 3.567 1.332 0.096
H 3.241 -0.099 -0.961
```

Summary:
* Kohn-Sham gap (spin up / spin down): 4.807 / 5.718 eV
* expectation value of S²: 8.821
* net charge: +2
* 2S+1: 6
* E_HOMO (spin up / spin down): -12.1 / -16.1 eV

=====

The following is a DFT calculation (ωB97M-V/def2-TZVPD) of 2 unconnected molecules or ions with the total composition C12H16N2 at a distorted geometry.

Geometry as XYZ:
```
30
C12H16N2 ωB97M-V/def2-TZVPD
C -2.474 -1.805 0.081
C -2.041 -0.800 -0.997
C -2.101 0.637 -0.548
C -2.412 1.200 0.646
N -2.335 2.571 0.478
C -1.986 2.766 -0.819
N -1.850 1.646 -1.461
H -1.722 -2.591 0.105
H -3.505 -2.107 -0.086
H -2.448 -1.444 1.111
H -0.970 -0.894 -1.184
H -2.658 -0.871 -1.887
H -2.873 0.802 1.534
H -2.753 3.241 1.095
H -1.847 3.746 -1.245
C 2.698 1.146 -1.000
C 2.494 -0.111 -0.200
C 1.910 -1.265 -0.675
C 1.747 -2.423 0.091
C 1.992 -2.337 1.448
C 2.442 -1.150 2.021
C 2.716 -0.080 1.193
H 1.772 1.520 -1.422
H 3.515 0.926 -1.694
H 3.135 1.917 -0.412
H 1.680 -1.453 -1.722
H 1.451 -3.358 -0.360
H 1.651 -3.100 2.117
H 2.597 -1.066 3.088
H 3.238 0.812 1.525
```

Summary:
* Kohn-Sham gap: 9.455 eV
* energy relative to the best compared isomer or geometry (same formula, charge and spin): 18.9 kcal per mole
* E_HOMO: -8.6 eV
* SMILES string: CCc1c[nH]cn1.Cc1ccccc1

=====

The following is a DFT calculation (ωB97M-V/def2-TZVPD) of 2 unconnected molecules or ions with the total composition C12H16N2 at a distorted geometry.

Geometry as XYZ:
```
30
C12H16N2 ωB97M-V/def2-TZVPD
C -1.561 -0.111 -3.337
C -2.156 -1.127 -2.353
C -2.370 -0.544 -1.000
C -2.016 0.619 -0.304
N -2.614 0.587 0.941
C -3.345 -0.631 0.958
N -3.190 -1.251 -0.162
H -2.212 0.783 -3.237
H -1.583 -0.409 -4.409
H -0.623 0.218 -2.820
H -3.177 -1.562 -2.642
H -1.544 -2.123 -2.212
H -1.459 1.473 -0.694
H -2.595 1.363 1.580
H -3.953 -0.983 1.746
C 3.737 0.050 -0.539
C 2.734 0.215 0.600
C 2.929 1.171 1.610
C 2.243 1.204 2.841
C 1.139 0.330 2.838
C 0.717 -0.464 1.780
C 1.564 -0.566 0.683
H 3.315 0.569 -1.432
H 3.571 -0.933 -0.972
H 4.639 0.578 -0.267
H 3.748 1.893 1.598
H 2.529 1.704 3.730
H 0.528 0.070 3.691
H -0.279 -0.882 1.907
H 1.285 -1.242 -0.125
```

Summary:
* Kohn-Sham gap: 9.225 eV
* energy relative to the best compared isomer or geometry (same formula, charge and spin): 41.6 kcal per mole
* E_HOMO: -8.4 eV
* SMILES string: CCc1c[nH]cn1.Cc1ccccc1